No. 1
{
  "formula": "C4H11N3O",
  "method": "wB97M-V/def2-TZVPD",
  "elements": ["C", "N", "C", "N", "O", "C", "N", "C", "H", "H", "H", "H", "H", "H", "H", "H", "H", "H", "H"],
  "xyz": [[-0.625, -0.731, 0.369], [-0.396, -1.065, -1.010], [-1.393, -0.731, -2.019], [-2.528, -0.030, -1.618], [-1.139, -0.964, -3.162], [0.686, -0.667, 1.132], [1.432, 0.415, 0.393], [1.828, 1.599, 1.277], [-1.379, -1.351, 0.964], [-1.080, 0.314, 0.308], [0.595, -0.900, -1.225], [-2.932, 0.431, -2.416], [-2.607, 0.205, -0.648], [0.591, -0.497, 2.184], [1.261, -1.614, 1.141], [2.332, 0.089, 0.066], [1.032, 1.568, 2.125], [2.885, 1.465, 1.443], [1.437, 2.465, 0.696]],
  "relative_energy_kcal_mol": 64.1,
  "total_charge": 1,
  "multiplicity": 2,
  "gap_ha": [0.432, 0.194]
}

=====

No. 2
{
  "formula": "C38H46BF7NO23",
  "method": "wB97M-V/def2-TZVPD",
  "elements": ["C", "C", "C", "C", "N", "C", "C", "C", "C", "C", "C", "C", "C", "C", "C", "C", "B", "O", "O", "C", "C", "H", "H", "H", "H", "H", "H", "H", "H", "H", "H", "H", "H", "H", "H", "H", "H", "H", "H", "H", "H", "H", "H", "H", "H", "H", "C", "C", "O", "C", "O", "O", "F", "H", "H", "H", "C", "C", "O", "C", "O", "O", "F", "H", "H", "H", "C", "C", "O", "C", "O", "O", "F", "H", "H", "H", "C", "C", "O", "C", "O", "O", "F", "H", "H", "H", "C", "C", "O", "C", "O", "O", "F", "H", "H", "H", "C", "C", "O", "C", "O", "O", "F", "H", "H", "H", "C", "C", "O", "C", "O", "O", "F", "H", "H", "H"],
  "xyz": [[-1.293, 3.883, 3.512], [-1.597, 2.612, 3.349], [-0.748, 1.724, 2.493], [-1.441, 1.043, 1.369], [-0.745, 0.543, 0.404], [-1.608, -0.048, -0.637], [-0.932, -1.081, -1.516], [-1.700, -1.318, -2.804], [-1.513, -0.254, -3.866], [-0.873, 0.965, -3.635], [-0.750, 1.919, -4.643], [-1.273, 1.661, -5.908], [-1.901, 0.441, -6.163], [-2.018, -0.505, -5.148], [-2.909, -0.313, 0.093], [-2.875, 0.853, 1.147], [-3.522, 2.194, 0.526], [-2.666, 3.240, 0.168], [-4.841, 2.226, 0.344], [-5.396, 3.249, -0.521], [-5.681, 4.525, 0.250], [-0.499, 4.362, 2.960], [-1.816, 4.508, 4.215], [-2.451, 2.219, 3.881], [0.041, 2.335, 2.057], [-0.231, 0.967, 3.085], [0.267, 0.577, 0.409], [-1.828, 0.779, -1.323], [-0.814, -2.017, -0.967], [0.077, -0.726, -1.721], [-1.428, -2.289, -3.206], [-2.763, -1.391, -2.575], [-0.455, 1.208, -2.670], [-0.261, 2.860, -4.478], [-1.213, 2.378, -6.711], [-2.321, 0.215, -7.130], [-2.502, -1.444, -5.359], [-2.946, -1.297, 0.550], [-3.734, -0.192, -0.596], [-3.397, 0.494, 2.030], [-2.111, 2.968, -0.573], [-6.332, 2.844, -0.890], [-4.761, 3.426, -1.383], [-6.073, 4.259, 1.226], [-6.443, 5.090, -0.278], [-4.783, 5.122, 0.347], [3.189, 3.273, 3.763], [4.497, 2.586, 4.069], [4.117, 1.197, 4.064], [3.071, 1.080, 3.234], [2.650, 0.061, 2.774], [2.533, 2.283, 2.948], [4.958, 2.911, 5.296], [2.601, 3.443, 4.666], [3.311, 4.209, 3.226], [5.274, 2.755, 3.330], [1.589, -3.136, 1.954], [1.827, -3.899, 3.235], [1.399, -5.207, 2.887], [1.578, -5.353, 1.545], [1.546, -6.383, 0.962], [1.787, -4.148, 0.962], [1.056, -3.430, 4.246], [0.562, -2.770, 1.901], [2.275, -2.306, 1.811], [2.868, -3.929, 3.560], [-1.095, -7.251, -0.992], [-1.142, -6.083, -1.946], [-2.520, -5.993, -2.257], [-3.214, -6.491, -1.187], [-4.371, -6.329, -1.005], [-2.380, -7.165, -0.361], [-0.442, -6.310, -3.084], [-1.008, -8.200, -1.522], [-0.294, -7.171, -0.263], [-0.811, -5.136, -1.514], [-1.637, -4.213, -6.972], [-2.741, -3.641, -7.833], [-2.054, -3.287, -9.013], [-0.973, -4.120, -9.128], [-0.333, -4.263, -10.108], [-0.753, -4.760, -7.950], [-3.291, -2.522, -7.286], [-1.122, -3.429, -6.414], [-1.980, -4.983, -6.285], [-3.539, -4.345, -8.074], [-0.392, 6.843, -2.175], [-1.365, 5.688, -2.247], [-0.604, 4.695, -2.924], [0.714, 4.931, -2.637], [1.582, 4.148, -2.814], [0.868, 6.163, -2.107], [-2.461, 5.984, -2.982], [-0.431, 7.454, -3.077], [-0.536, 7.475, -1.303], [-1.684, 5.303, -1.276], [1.268, -5.187, 8.170], [-0.123, -4.836, 7.695], [-0.286, -3.515, 8.178], [0.955, -2.951, 8.254], [1.164, -1.793, 8.368], [1.912, -3.907, 8.161], [-1.068, -5.635, 8.244], [1.253, -5.586, 9.185], [1.785, -5.884, 7.516], [-0.243, -4.836, 6.610], [9.138, 5.037, 1.247], [9.183, 3.565, 1.594], [8.025, 3.418, 2.410], [7.137, 4.366, 2.027], [5.985, 4.366, 2.331], [7.725, 5.298, 1.260], [10.278, 3.240, 2.311], [9.626, 5.642, 2.011], [9.565, 5.266, 0.275], [9.104, 2.894, 0.738]],
  "total_charge": 1,
  "gap_ha": 0.301
}

=====

No. 3
{
  "formula": "C12H22F5InN2O",
  "method": "wB97M-V/def2-TZVPD",
  "elements": ["C", "C", "C", "O", "In", "F", "C", "C", "F", "C", "F", "F", "F", "H", "H", "H", "H", "H", "H", "H", "H", "H", "H", "H", "C", "C", "N", "C", "C", "N", "C", "C", "H", "H", "H", "H", "H", "H", "H", "H", "H", "H", "H"],
  "xyz": [[6.042, 0.470, 0.707], [5.448, 1.379, -0.368], [4.451, 0.682, -1.302], [3.117, 0.745, -0.878], [2.537, -0.561, 0.596], [3.127, 0.222, 2.356], [3.312, -2.583, 0.236], [4.152, -3.125, 1.350], [4.417, -4.512, 1.144], [0.286, -0.519, 0.707], [-0.264, 0.721, 1.020], [-0.294, -1.378, 1.596], [-0.331, -0.830, -0.510], [5.291, -0.177, 1.163], [6.816, -0.174, 0.282], [6.486, 1.040, 1.524], [6.271, 1.757, -0.988], [4.970, 2.254, 0.076], [4.516, 1.167, -2.288], [4.793, -0.358, -1.452], [2.448, -3.240, 0.107], [3.880, -2.587, -0.697], [3.659, -3.066, 2.321], [5.133, -2.651, 1.404], [-6.930, 1.466, 1.410], [-6.617, 1.318, -0.064], [-5.202, 0.987, -0.312], [-4.142, 1.127, 0.558], [-3.028, 0.733, -0.105], [-3.423, 0.361, -1.365], [-4.737, 0.524, -1.469], [-2.531, -0.141, -2.414], [-6.386, 2.298, 1.858], [-7.993, 1.668, 1.527], [-6.693, 0.556, 1.962], [-6.843, 2.240, -0.600], [-7.214, 0.519, -0.500], [-4.278, 1.484, 1.561], [-1.992, 0.667, 0.178], [-5.330, 0.310, -2.342], [-2.584, 0.514, -3.280], [-2.821, -1.152, -2.688], [-1.518, -0.152, -2.023]],
  "gap_ha": 0.262
}

=====

No. 4
{
  "formula": "CH2O3S",
  "method": "wB97M-V/def2-TZVPD",
  "elements": ["O", "S", "O", "C", "O", "H", "H"],
  "xyz": [[1.731, -1.378, 0.071], [1.006, -0.212, -0.275], [1.698, 1.044, -0.140], [-0.568, -0.009, 0.608], [-1.180, 0.952, 0.100], [-0.973, -1.149, 0.376], [-1.713, 0.752, -0.741]],
  "relative_energy_kcal_mol": 70.6,
  "gap_ha": [0.290, 0.287],
  "smiles": "O=S(=O)=CO"
}